[1]
{
  "formula": "C39H43FN10O4P2V",
  "method": "ωB97M-V/def2-TZVPD",
  "charge": 0,
  "e_homo_ev": [-5.595, -4.966],
  "s2": 0.760,
  "spin_multiplicity": 2,
  "elements": ["V", "C", "N", "C", "C", "N", "C", "P", "C", "N", "C", "C", "N", "C", "C", "N", "C", "C", "N", "C", "H", "H", "H", "H", "H", "H", "H", "H", "H", "H", "H", "H", "H", "H", "H", "N", "C", "C", "C", "N", "H", "H", "H", "H", "H", "H", "H", "H", "H", "H", "C", "C", "C", "C", "C", "C", "P", "C", "C", "C", "C", "C", "C", "C", "C", "C", "C", "C", "C", "H", "H", "H", "H", "H", "H", "H", "H", "H", "H", "H", "H", "H", "H", "F", "C", "C", "N", "C", "C", "O", "O", "C", "O", "N", "C", "O", "H", "H", "H", "H"],
  "coordinates": [[-0.63578, -0.09284, -0.74916], [2.74734, -4.19816, 3.08625], [2.89834, -3.09992, 2.13272], [4.04289, -2.38334, 1.91780], [3.73273, -1.45530, 0.96096], [2.42125, -1.58590, 0.58950], [1.93237, -2.57661, 1.31013], [0.22199, -3.23043, 1.35819], [-0.21053, -3.14893, -0.39792], [-0.14787, -2.09253, -1.20407], [-0.15346, -2.60085, -2.48149], [-0.24189, -3.96068, -2.44453], [-0.27902, -4.30454, -1.12052], [-0.43732, -5.66292, -0.60582], [-0.66887, -1.78083, 1.99064], [-0.50940, -0.52992, 1.60553], [-1.21030, 0.24853, 2.48616], [-1.83265, -0.55000, 3.39896], [-1.48827, -1.84240, 3.08117], [-2.00739, -3.03438, 3.74862], [3.70535, -4.37747, 3.56300], [2.43023, -5.10816, 2.58304], [2.01810, -3.95092, 3.85501], [4.95906, -2.59341, 2.45006], [4.37021, -0.68194, 0.55239], [-0.12992, -1.96181, -3.34676], [-0.29960, -4.69585, -3.23291], [-0.96384, -6.25902, -1.34662], [-1.02066, -5.64656, 0.30857], [0.52652, -6.12683, -0.40371], [-1.21219, 1.32921, 2.42645], [-2.46436, -0.31950, 4.24368], [-2.13986, -2.82463, 4.80594], [-1.30758, -3.85472, 3.63863], [-2.96419, -3.32930, 3.31902], [1.23436, 0.60924, -1.25790], [1.41874, 1.73251, -2.21631], [0.76447, 3.01510, -1.71084], [-0.74935, 2.92976, -1.54023], [-1.11705, 1.98815, -0.45426], [1.50515, 0.93207, -0.30339], [1.84441, -0.17589, -1.46423], [0.97699, 1.44116, -3.16988], [2.47811, 1.91931, -2.38123], [0.99547, 3.81948, -2.40928], [1.20784, 3.27416, -0.74637], [-1.21193, 2.58609, -2.46565], [-1.12747, 3.92858, -1.32673], [-2.07159, 2.17082, -0.17158], [-0.52339, 2.21050, 0.35964], [-5.79204, 3.08872, 0.84001], [-5.25772, 2.28538, 1.83727], [-4.48978, 1.17910, 1.49819], [-4.25606, 0.83880, 0.16157], [-4.79330, 1.65933, -0.83093], [-5.55566, 2.77441, -0.49155], [-3.13958, -0.58728, -0.21130], [-4.19371, -2.05693, 0.12341], [-5.31051, -2.04680, 0.95458], [-6.02168, -3.21993, 1.20140], [-5.62335, -4.41646, 0.62508], [-4.50384, -4.43931, -0.20078], [-3.79062, -3.27259, -0.44147], [-3.03510, -0.57142, -2.02597], [-4.06468, -0.91490, -2.91239], [-3.88115, -0.72629, -4.27242], [-2.66561, -0.19826, -4.72772], [-1.64166, 0.09774, -3.84366], [-1.77049, -0.09038, -2.44214], [-6.37932, 3.96257, 1.10068], [-5.42749, 2.52916, 2.88069], [-4.05394, 0.57564, 2.28312], [-4.60702, 1.43799, -1.87346], [-5.96133, 3.40183, -1.27675], [-5.64411, -1.11754, 1.40058], [-6.89528, -3.19204, 1.84344], [-6.18421, -5.32497, 0.81205], [-4.19526, -5.36814, -0.66921], [-2.92724, -3.29071, -1.09929], [-5.00743, -1.30439, -2.53536], [-4.67406, -0.96739, -4.97218], [-2.52595, -0.03674, -5.79349], [-0.71026, 0.47831, -4.26208], [4.02641, 3.98201, 6.45582], [4.23983, 3.29996, 5.32481], [3.27860, 2.55356, 4.78493], [3.46887, 1.81427, 3.63405], [2.33146, 1.10001, 3.03317], [1.30665, 2.06933, 2.42666], [0.80271, 2.89229, 3.20977], [1.02311, 1.86848, 1.20659], [4.65453, 1.88307, 2.92847], [4.86070, 1.29718, 1.87964], [5.62378, 2.66234, 3.53208], [5.54295, 3.41934, 4.70674], [6.48362, 4.07052, 5.10316], [2.28867, 2.51503, 5.21406], [1.82872, 0.53208, 3.81742], [2.71792, 0.43205, 2.27827], [6.49380, 2.72842, 3.03113]],
  "atomic_forces_ev_per_a": [[-0.410, 0.278, 0.980], [0.018, 0.228, -0.173], [-0.155, -0.241, 0.236], [-0.019, -0.022, -0.027], [-0.069, -0.007, -0.175], [0.162, -0.095, -0.005], [0.021, -0.042, 0.048], [-0.102, 0.266, -0.009], [0.532, -0.211, -0.059], [0.075, -1.026, -0.191], [-0.021, 0.049, 0.056], [0.034, -0.024, 0.049], [-0.133, -0.192, 0.003], [0.096, 0.175, -0.126], [-0.084, -0.019, 0.254], [0.175, 0.050, -0.364], [0.041, 0.068, -0.053], [0.035, -0.174, 0.021], [-0.114, -0.156, 0.246], [0.025, 0.255, -0.142], [0.072, 0.021, 0.001], [-0.010, -0.021, -0.059], [-0.019, 0.049, 0.020], [-0.134, 0.033, -0.048], [-0.134, -0.159, 0.084], [-0.078, 0.035, 0.058], [-0.008, 0.076, 0.103], [-0.021, 0.025, -0.047], [-0.045, 0.043, 0.050], [0.065, 0.030, 0.001], [-0.001, -0.163, -0.028], [0.061, -0.047, -0.085], [0.009, 0.050, 0.054], [0.103, -0.053, -0.037], [-0.041, 0.026, -0.053], [0.809, 0.476, 0.072], [-0.266, -0.175, 0.224], [-0.054, -0.264, 0.178], [0.071, -0.212, 0.038], [0.205, 0.668, 0.221], [-0.013, -0.076, -0.309], [0.019, 0.018, -0.028], [-0.005, -0.028, -0.056], [0.167, -0.011, -0.010], [-0.001, 0.023, -0.067], [0.033, 0.075, -0.042], [-0.069, -0.032, -0.062], [-0.078, 0.134, 0.058], [-0.197, -0.043, -0.073], [-0.030, 0.087, -0.064], [-0.012, 0.022, -0.066], [0.031, -0.051, 0.024], [-0.032, 0.054, -0.042], [0.080, -0.060, 0.186], [-0.022, 0.045, 0.053], [0.057, -0.066, 0.010], [-0.945, 0.205, -0.698], [0.200, -0.065, 0.213], [-0.044, -0.077, -0.007], [0.047, 0.083, 0.007], [0.026, 0.007, 0.002], [0.042, 0.065, 0.001], [-0.049, -0.025, 0.037], [0.016, 0.046, -0.191], [0.096, 0.008, -0.002], [0.015, 0.006, 0.071], [-0.079, -0.047, 0.028], [-0.153, -0.022, 0.150], [-0.328, -0.043, -0.700], [0.037, -0.071, -0.031], [0.029, -0.030, -0.072], [0.019, -0.029, 0.041], [0.010, -0.031, -0.012], [0.021, -0.031, 0.028], [-0.011, -0.044, -0.022], [0.045, 0.011, -0.044], [0.032, 0.044, -0.018], [-0.003, 0.054, 0.028], [-0.027, -0.004, -0.024], [0.046, 0.012, -0.021], [0.063, 0.012, 0.035], [-0.002, 0.005, 0.073], [-0.035, -0.021, 0.054], [0.008, 0.076, 0.092], [0.097, 0.066, 0.055], [-0.221, -0.246, -0.280], [-0.055, 0.071, -0.049], [0.272, 0.172, 0.068], [-0.393, 0.053, 0.006], [0.156, -0.201, -0.398], [0.347, 0.452, 0.638], [-0.131, -0.149, 0.062], [0.017, 0.200, 0.206], [-0.115, 0.074, 0.125], [0.183, -0.056, -0.157], [-0.057, -0.033, -0.016], [-0.035, -0.048, -0.041], [0.027, -0.048, 0.029], [0.078, -0.079, -0.013], [0.138, -0.010, -0.082]]
}



[2]
{
  "formula": "C39H44ClF2N5O5SSi2Sr",
  "method": "ωB97M-V/def2-TZVPD",
  "charge": -2,
  "e_homo_ev": -0.717,
  "elements": ["Sr", "C", "C", "N", "C", "C", "C", "C", "C", "C", "C", "C", "C", "N", "C", "H", "H", "H", "H", "H", "H", "H", "H", "F", "C", "C", "C", "C", "C", "F", "C", "C", "C", "C", "C", "C", "N", "H", "H", "H", "H", "H", "H", "C", "Si", "C", "C", "N", "C", "C", "C", "C", "C", "C", "N", "Si", "C", "C", "C", "H", "H", "H", "H", "H", "H", "H", "H", "H", "H", "H", "H", "H", "H", "H", "H", "H", "H", "H", "H", "H", "H", "O", "S", "C", "C", "C", "C", "H", "H", "H", "H", "H", "H", "H", "H", "O", "Cl", "O", "O", "O"],
  "coordinates": [[-0.32264, -0.10688, -1.04488], [-2.23163, -2.26352, 3.04721], [-1.68816, -1.36133, 2.11336], [-0.61246, -1.63157, 1.40368], [0.00251, -2.81308, 1.59718], [-0.46783, -3.78369, 2.49200], [-1.62587, -3.47658, 3.22807], [0.22131, -5.03892, 2.61011], [1.30731, -5.30578, 1.85676], [1.81881, -4.33445, 0.92969], [2.93148, -4.58498, 0.11174], [3.35817, -3.61586, -0.75399], [2.68643, -2.38412, -0.76277], [1.66053, -2.10678, 0.01314], [1.19894, -3.08220, 0.82074], [-3.12460, -1.98129, 3.58863], [-2.13759, -0.39518, 1.93951], [-2.02200, -4.20402, 3.92870], [-0.15835, -5.76821, 3.31713], [1.82349, -6.25538, 1.93923], [3.42967, -5.54643, 0.16818], [4.18776, -3.77519, -1.42880], [2.99923, -1.60452, -1.44848], [5.21619, 0.64838, -3.40528], [3.89268, 0.99661, -3.41293], [3.14660, 0.86967, -2.26179], [1.79057, 1.21494, -2.20894], [1.25131, 1.77473, -3.39639], [2.02291, 1.81069, -4.55356], [1.49965, 2.20120, -5.75701], [3.35200, 1.43542, -4.59964], [-0.12739, 2.36179, -3.37323], [-0.55202, 3.34358, -4.27802], [-1.81201, 3.89471, -4.14637], [-2.63193, 3.48808, -3.10733], [-2.13817, 2.53575, -2.23249], [-0.93551, 1.97956, -2.37488], [3.66704, 0.46969, -1.39231], [3.91520, 1.46792, -5.52061], [0.10592, 3.67239, -5.06488], [-2.14455, 4.65030, -4.85000], [-3.62115, 3.89884, -2.95489], [-2.71476, 2.18281, -1.38804], [0.16025, 2.44111, 3.53253], [0.07785, 2.58633, 1.62867], [1.76527, 1.95346, 1.12184], [0.07937, 4.44508, 1.23596], [-1.12088, 1.66249, 0.87291], [-2.44975, 1.86664, 1.17681], [-2.94047, 2.83187, 2.07501], [-4.29605, 3.00926, 2.36562], [-5.23224, 2.20518, 1.74998], [-4.79149, 1.23323, 0.84830], [-3.43905, 1.01782, 0.54294], [-2.99626, 0.07713, -0.34569], [-3.93758, -1.02983, -1.19292], [-5.01102, -2.26817, -0.22313], [-2.72869, -2.12753, -2.11375], [-5.07287, -0.32324, -2.54064], [1.04862, 2.95470, 3.91882], [0.22857, 1.38537, 3.81488], [-0.71366, 2.85689, 4.03569], [2.54494, 2.65157, 1.43935], [1.86671, 1.79510, 0.04291], [1.92485, 0.99692, 1.62571], [0.91875, 4.94524, 1.73173], [-0.84466, 4.93735, 1.54491], [0.18526, 4.59131, 0.15732], [-2.23665, 3.48784, 2.56997], [-4.59774, 3.77903, 3.06977], [-6.29344, 2.32421, 1.94625], [-5.52993, 0.61005, 0.35064], [-4.38381, -2.82040, 0.48446], [-5.46027, -2.99083, -0.91087], [-5.81221, -1.79356, 0.35013], [-1.97314, -2.57097, -1.45947], [-2.22609, -1.59245, -2.92222], [-3.25039, -2.96716, -2.58565], [-5.89331, 0.27063, -2.12709], [-5.50340, -1.12459, -3.14929], [-4.49275, 0.32867, -3.20028], [3.98412, -2.50348, 3.08222], [3.25717, -1.21900, 2.81304], [3.94357, -0.00767, 3.97784], [5.30718, 0.37013, 3.41676], [5.02198, 0.69827, 1.95250], [4.13487, -0.42514, 1.41728], [3.95467, -0.49865, 4.95047], [3.25628, 0.84258, 4.00045], [5.96992, -0.49586, 3.49405], [5.76716, 1.20108, 3.95444], [5.92576, 0.80756, 1.35148], [4.47165, 1.63792, 1.89654], [4.70975, -1.25890, 1.00963], [3.38961, -0.09698, 0.68969], [0.37038, -2.58467, -2.45371], [0.59453, -2.04029, -3.79055], [0.15408, -2.97272, -4.78553], [1.99005, -1.75059, -3.96215], [-0.19259, -0.81649, -3.86409]],
  "atomic_forces_ev_per_a": [[-0.518, -0.118, 0.932], [0.013, 0.067, -0.025], [0.062, 0.002, 0.025], [-0.019, -0.050, 0.029], [0.075, 0.050, -0.067], [0.023, -0.083, 0.020], [0.009, 0.024, 0.000], [-0.001, 0.041, -0.002], [0.007, 0.051, -0.029], [-0.028, -0.070, 0.079], [0.026, 0.000, -0.027], [-0.055, 0.025, 0.044], [0.052, 0.020, -0.019], [0.007, -0.053, -0.189], [-0.024, 0.060, 0.009], [0.003, -0.018, 0.009], [-0.053, 0.032, -0.001], [0.003, -0.010, -0.008], [0.001, -0.010, -0.011], [-0.009, -0.003, 0.006], [-0.004, -0.001, 0.011], [0.004, 0.004, 0.001], [-0.026, -0.018, -0.014], [0.032, -0.010, -0.005], [0.015, -0.004, 0.006], [0.013, 0.006, -0.008], [0.054, 0.105, -0.274], [-0.101, 0.143, -0.065], [0.099, -0.021, 0.057], [-0.009, 0.016, -0.024], [-0.035, -0.007, 0.022], [0.078, 0.032, -0.008], [0.050, -0.011, 0.038], [0.005, 0.021, -0.034], [-0.010, 0.054, 0.097], [0.043, -0.034, -0.073], [0.020, 0.167, -0.410], [-0.015, 0.021, 0.020], [0.002, 0.005, 0.004], [-0.017, 0.019, -0.013], [-0.003, -0.001, 0.001], [0.010, 0.011, -0.011], [-0.036, -0.004, -0.042], [-0.046, 0.057, -0.009], [-0.017, -0.036, 0.001], [0.044, -0.025, -0.011], [-0.005, -0.008, 0.014], [0.038, 0.158, 0.206], [0.006, -0.093, 0.014], [-0.034, 0.019, -0.013], [0.043, 0.028, 0.037], [-0.045, -0.045, -0.059], [-0.030, -0.028, 0.044], [-0.015, 0.095, -0.173], [0.130, -0.362, -0.166], [0.169, -0.180, -0.167], [-0.013, 0.155, 0.216], [-0.215, -0.158, -0.136], [-0.063, 0.119, 0.072], [0.011, -0.004, -0.007], [0.011, -0.016, -0.030], [-0.011, 0.005, 0.039], [0.031, 0.015, 0.062], [-0.058, 0.045, 0.036], [-0.027, -0.029, 0.060], [-0.009, 0.009, -0.009], [-0.002, 0.013, 0.002], [0.015, -0.027, -0.004], [0.055, 0.037, 0.012], [0.004, -0.003, -0.008], [0.010, 0.001, 0.006], [0.002, -0.010, 0.006], [-0.001, -0.006, -0.012], [-0.008, 0.003, -0.015], [-0.002, -0.010, -0.015], [0.019, 0.017, -0.004], [0.072, -0.024, 0.030], [0.009, 0.005, -0.006], [0.003, -0.006, -0.007], [-0.008, -0.009, 0.004], [-0.001, -0.010, 0.002], [0.005, 0.054, 0.002], [-0.008, -0.100, 0.018], [0.002, 0.019, 0.065], [-0.027, -0.069, -0.023], [-0.045, 0.007, 0.019], [-0.002, -0.085, -0.126], [0.002, 0.030, 0.003], [0.013, 0.014, -0.014], [0.024, 0.021, -0.003], [-0.036, 0.028, 0.004], [0.016, -0.037, 0.018], [0.023, 0.028, -0.023], [-0.023, 0.023, -0.032], [0.232, -0.044, 0.100], [0.166, -0.041, -0.163], [-0.331, 0.157, 0.301], [-0.054, -0.088, -0.065], [0.067, 0.006, -0.040], [0.173, -0.066, -0.101]]
}



The calculation returns the following maximum force values, one per record and in order: 1.19, 1.07 eV Å⁻¹.
The calculation returns the following ΔE to the lowest compared entry with this formula, charge and spin values, one per record and in order: 0.0, 10.2 kcal per mole.